(1)
Computed, not measured: a molecular structure, C24H26BrN7O4Ti, with the ωB97M-V functional and the def2-TZVPD basis.

- relative energy (zero: lowest compared OMol25 entry of this formula, charge and spin) (kJ/mol) = 0.0
- DFT total energy (eV) = -137087.0013
- HOMO (alpha / beta) (eV) = -10.95 / -11.63
- ⟨S²⟩ = 0.753
- gap between HOMO and LUMO (alpha / beta) (Eh) = 0.29104 / 0.31323

Geometry as ORCA input:
```
! RIJCOSX wB97M-V def2-TZVPD def2/J DEFGRID3
* xyz 1 2
Ti 0.12621 -0.25553 0.37822
C 0.46054 2.70280 0.69940
C 1.30589 2.29386 -0.50666
N 1.76886 0.84815 -0.41222
C 2.95449 0.55531 0.39819
C 2.66208 0.66285 1.88897
N 1.35654 0.00894 2.22219
C 0.51402 0.73675 3.22938
C -0.70651 1.49366 2.60283
N -0.53772 1.64660 1.15750
H 1.15977 2.96539 1.53182
H -0.09802 3.61056 0.42477
H 0.75166 2.38945 -1.41945
H 2.16335 2.97485 -0.47292
H 1.90354 0.49497 -1.37285
H 3.24565 -0.49461 0.17938
H 3.78908 1.23421 0.16868
H 3.45156 0.17874 2.49860
H 2.65487 1.70020 2.27294
H 1.52480 -0.93930 2.57623
H 0.10728 0.05477 3.97819
H 1.12535 1.48239 3.79527
H -1.66585 0.95038 2.73971
H -0.85054 2.45283 3.11948
H -1.44306 1.90493 0.69051
O 2.70227 -3.49860 1.12615
C 2.01012 -2.86153 0.31673
N 0.81070 -2.21840 0.63093
C 0.02597 -2.92087 1.52838
O 0.29844 -4.00412 2.01368
C -1.28020 -2.33197 1.79392
C -2.21090 -2.90912 2.67043
C -3.56341 -2.57450 2.64321
C -3.91126 -1.50795 1.79553
C -2.91048 -0.86377 1.05130
N -1.63946 -1.24490 1.08420
C 2.42786 -2.83264 -1.09856
C 3.56721 -3.53531 -1.48652
C 3.98651 -3.42458 -2.78672
C 3.19865 -2.71172 -3.67196
C 2.07685 -2.03345 -3.18638
N 1.69613 -2.08275 -1.93439
H -1.81355 -3.71035 3.30853
H -4.28877 -3.15982 3.20254
H -4.93598 -1.17416 1.61276
H -3.17724 0.01863 0.48723
H 4.08220 -4.08018 -0.71166
H 4.90315 -3.89716 -3.16034
H 3.52192 -2.55896 -4.68874
H 1.38344 -1.48468 -3.84455
Br -3.72832 3.87329 0.67112
C -3.36067 3.14388 -1.03148
C -3.86648 3.83970 -2.13440
C -3.50246 3.36269 -3.37197
C -2.62436 2.29921 -3.53278
C -2.10983 1.73023 -2.37428
N -2.55414 2.08026 -1.12460
C -1.01421 0.63862 -2.49642
O -0.59855 0.16505 -3.55008
O -0.59492 0.27051 -1.28864
H -4.53236 4.69636 -2.01251
H -3.94054 3.78645 -4.27286
H -2.25717 2.06347 -4.54495
*
```

Results of the Mulliken charge analysis, in e, for atoms 1 through 8: -0.156, -0.587, -0.907, 0.010, -0.494, -0.928, 0.128, -0.875

(2)
Computed, not measured: 8 unconnected molecules or ions with the total composition C24H26ClF8NO23, with the ωB97M-V functional and the def2-TZVPD basis.

- structure (SMILES) = O=C1OC[C@@H](F)O1.O=C1OC[C@@H](F)O1.O=C1OC[C@@H](F)O1.O=C1OC[C@@H](F)O1.O=C1OC[C@@H](F)O1.O=C1OC[C@@H](F)O1.O=C1OC[C@@H](F)O1.O=C(NCl)OCCF
- relative energy (zero: lowest compared OMol25 entry of this formula, charge and spin) (kJ/mol) = 0.0
- DFT total energy (eV) = -108153.3682
- HOMO (eV) = -10.23
- gap between HOMO and LUMO (Eh) = 0.37871

Geometry as ORCA input:
```
! RIJCOSX wB97M-V def2-TZVPD def2/J DEFGRID3
* xyz 0 1
O -3.67511 -1.35228 -1.43500
C -3.69916 -1.78660 -0.36253
N -3.46914 -3.17921 -0.15969
Cl -1.76658 -3.43525 -0.41792
O -3.95929 -1.00067 0.69911
C -2.69059 -0.61257 1.29993
C -2.49966 -1.33705 2.61938
F -3.19736 -0.65025 3.57738
H -3.62599 -3.45750 0.80484
H -1.84565 -0.74283 0.62719
H -2.76921 0.45147 1.53312
H -1.43276 -1.33003 2.80890
H -2.87473 -2.35440 2.58371
C 2.03254 1.26486 4.05975
C 1.30338 0.45472 5.10155
O 0.42139 -0.33154 4.31612
C 1.02341 -0.49817 3.10756
O 0.69441 -1.30312 2.29701
O 2.04367 0.36770 2.94527
F 0.57605 1.23725 5.93129
H 1.49017 2.17186 3.79001
H 3.04300 1.53142 4.35826
H 1.94390 -0.20108 5.69450
C 1.77354 -2.07464 -0.75923
C 2.10308 -3.54363 -0.83012
O 2.57661 -3.69115 -2.16042
C 3.11532 -2.49624 -2.51709
O 3.83019 -2.33045 -3.45011
O 2.73792 -1.51257 -1.66238
F 0.99775 -4.30492 -0.66030
H 0.76706 -1.85910 -1.12166
H 1.88512 -1.66194 0.24164
H 2.87624 -3.86682 -0.13121
C 4.19158 -1.53673 -6.53585
C 3.86280 -0.07101 -6.62833
O 3.22671 0.02497 -7.89249
C 2.64058 -1.18460 -8.12822
O 1.81637 -1.37982 -8.95740
O 3.12062 -2.12775 -7.28400
F 4.98103 0.69659 -6.63682
H 5.14297 -1.77449 -7.01490
H 4.20497 -1.90219 -5.51277
H 3.18452 0.28985 -5.85290
C -5.02366 3.95543 2.01153
C -4.97013 3.90623 3.51703
O -4.15693 2.77011 3.75806
C -3.32098 2.65389 2.69008
O -2.34558 1.97894 2.66942
O -3.74878 3.41215 1.65243
F -6.19438 3.69708 4.05612
H -5.81582 3.32310 1.60851
H -5.14221 4.96406 1.62361
H -4.51617 4.78286 3.98306
C -1.50178 1.98976 8.86862
C -0.46061 1.01235 9.35030
O 0.10819 1.68580 10.45792
C -0.86784 2.49591 10.97056
O -0.82934 3.00110 12.03753
O -1.89114 2.63338 10.08571
F 0.49875 0.80638 8.41509
H -1.08334 2.72780 8.18268
H -2.35092 1.50484 8.39309
H -0.86096 0.05034 9.67580
C -1.84282 -1.30602 -8.92648
C -1.90292 -2.77152 -9.26673
O -3.29007 -2.98356 -9.46969
C -3.81072 -1.79683 -9.90435
O -4.87102 -1.67488 -10.41337
O -2.94029 -0.77810 -9.67917
F -1.48494 -3.54418 -8.23420
H -2.01022 -1.12371 -7.86364
H -0.90402 -0.84353 -9.22252
H -1.35576 -3.04888 -10.16905
C 4.35436 1.05040 -0.82517
C 4.69480 2.51581 -0.90126
O 3.89094 3.07232 0.12515
C 3.72237 2.09789 1.06704
O 3.33361 2.28810 2.16779
O 4.07179 0.88101 0.56943
F 4.32858 3.05283 -2.09010
H 3.46960 0.80206 -1.40874
H 5.17517 0.40989 -1.13906
H 5.74350 2.74930 -0.70820
*
```

Results of the Mulliken charge analysis, in e, for atoms 1 through 8: -0.432, 0.416, -0.260, -0.007, -0.359, 0.233, 0.481, -0.285

(3)
Computed, not measured: a molecular structure, C24H26CoN4S2Si, with the ωB97M-V functional and the def2-TZVPD basis.

- relative energy (zero: lowest compared OMol25 entry of this formula, charge and spin) (kJ/mol) = 336.2
- DFT total energy (eV) = -98434.5220
- HOMO (alpha / beta) (eV) = -9.28 / -11.08
- ⟨S²⟩ = 6.018
- gap between HOMO and LUMO (alpha / beta) (Eh) = 0.23977 / 0.25951

Geometry as ORCA input:
```
! RIJCOSX wB97M-V def2-TZVPD def2/J DEFGRID3
* xyz 1 5
C 0.55232 1.19210 0.06423
C -0.55851 1.36877 -0.80758
C -1.74397 1.13423 -0.07142
H -0.52005 1.68821 -1.84446
C -1.37544 0.85513 1.28057
C 0.04814 0.88860 1.37086
H 0.62058 0.80753 2.29243
H 1.59641 1.35720 -0.20000
H -2.74836 1.25293 -0.45668
H -2.02914 0.74061 2.13768
Co -0.55249 -0.43694 0.06356
C -0.10607 -0.99354 -1.59295
H 0.83059 -0.56625 -1.96092
H -0.00234 -2.08014 -1.63405
H -0.93590 -0.71852 -2.25516
Si -0.14901 -1.69369 -4.77123
C 1.66303 -1.28525 -4.59076
C 2.08474 -0.04682 -4.07730
H 1.34420 0.66361 -3.70218
C 3.44288 0.28675 -4.06694
H 3.75759 1.24014 -3.64236
C 4.37763 -0.58224 -4.63461
H 5.42398 -0.28072 -4.72647
C 3.97848 -1.84871 -5.08139
H 4.71732 -2.53946 -5.49569
C 2.63349 -2.21720 -5.00946
H 2.31738 -3.21507 -5.31691
C -1.05788 -0.10674 -5.11708
C -0.63852 0.78132 -6.12308
H 0.17500 0.50502 -6.79775
C -1.22311 2.04574 -6.23569
H -0.89336 2.73085 -7.01557
C -2.21410 2.44966 -5.33892
H -2.65299 3.44419 -5.41333
C -2.67708 1.54624 -4.37739
H -3.44334 1.84998 -3.66189
C -2.16118 0.24657 -4.31617
H -2.57670 -0.48904 -3.62504
H -0.68507 -2.45227 -3.62919
H -0.25172 -2.42471 -6.04518
N -4.07685 -0.70983 0.59249
C -3.21025 -1.73246 0.54979
N -1.87090 -1.68838 0.54310
C -1.30960 -2.95609 0.78298
C -2.23479 -3.97129 0.79648
S -3.82913 -3.36529 0.64781
C 0.11374 -2.95689 0.91342
C 1.04777 -3.97292 0.94403
S 2.64390 -3.35210 0.95939
C 2.01652 -1.72080 0.91523
N 0.67845 -1.66996 0.85983
N 2.85390 -0.67613 0.87651
H -5.06232 -0.94346 0.64487
H -3.79275 0.23392 0.82453
H -1.97299 -5.01465 0.93877
H 0.79724 -5.02522 0.92190
H 3.85044 -0.87522 0.88400
H 2.54048 0.24721 1.15122
*
```

Results of the Mulliken charge analysis, in e, for atoms 1 through 8: -0.755, -0.271, -0.747, 0.711, -1.000, -0.761, 0.450, 0.406

(4)
Computed, not measured: a molecular structure, C24H26F6IN5OPS2W, with the ωB97M-V functional and the def2-TZVPD basis.

- relative energy (zero: lowest compared OMol25 entry of this formula, charge and spin) (kJ/mol) = 23.9
- DFT total energy (eV) = -91977.6495
- HOMO (eV) = -16.42
- gap between HOMO and LUMO (Eh) = 0.19198

Geometry as ORCA input:
```
! RIJCOSX wB97M-V def2-TZVPD def2/J DEFGRID3
* xyz 3 1
W 0.17559 -0.31245 -0.13016
C 0.56855 0.82371 2.93137
N 0.52367 1.36224 1.51000
C -0.59334 2.35521 1.50078
C -1.08273 2.57593 0.10390
N -1.57820 1.26744 -0.42213
C -1.97065 1.48665 -1.85687
C -2.80003 0.88448 0.32047
C -3.96614 1.62359 0.23121
C -5.09213 1.23647 0.95128
C -5.06323 0.12036 1.77546
C -3.89505 -0.61284 1.89617
C -2.77683 -0.22092 1.16314
S -1.31493 -1.15743 1.34031
C 1.85724 1.95426 1.33054
C 2.19347 3.27195 1.57209
C 3.53045 3.65790 1.46811
C 4.52191 2.73904 1.15271
C 4.18763 1.41300 0.92045
C 2.85039 1.03779 0.99938
S 2.35915 -0.57610 0.57196
H 0.80254 1.65885 3.59146
H 1.34175 0.06880 3.02514
H -0.39711 0.40776 3.19979
H -0.29098 3.28085 1.98214
H -1.39605 1.93797 2.10640
H -0.29924 2.93554 -0.56254
H -1.89088 3.30810 0.09708
H -2.64202 2.34069 -1.90835
H -2.47785 0.60901 -2.24081
H -1.09196 1.71737 -2.44701
H -4.03175 2.50214 -0.39639
H -5.99951 1.81844 0.86160
H -5.94525 -0.17553 2.32647
H -3.84734 -1.48094 2.54070
H 1.46433 4.02038 1.84623
H 3.79267 4.69109 1.65256
H 5.55415 3.05436 1.08583
H 4.94786 0.68622 0.66377
I 3.42967 3.83493 -3.78100
C 2.25246 2.29387 -3.09957
C 1.71881 1.24052 -3.82488
N 1.01839 0.48070 -2.98047
N 1.06009 0.97378 -1.71701
C 1.82399 2.08037 -1.79640
H 1.79358 0.99541 -4.87304
H 0.45323 -0.33020 -3.19031
H 2.04138 2.68250 -0.93251
O 0.67889 -2.22201 -0.59222
N 1.20193 -3.33512 -0.03141
C 1.74666 -4.20066 -0.90666
C 2.22737 -5.40783 -0.45681
C 2.13341 -5.72040 0.89331
C 1.55746 -4.80433 1.76514
C 1.08921 -3.60528 1.28108
H 1.75096 -3.88339 -1.93851
H 2.66138 -6.09554 -1.16856
H 2.49793 -6.66989 1.26172
H 1.46050 -5.01590 2.82047
H 0.62968 -2.85599 1.90660
F -0.77190 -0.83031 -1.71206
P -2.43981 -2.97335 -2.28924
F -3.38523 -4.11056 -2.61569
F -1.06308 -3.44987 -2.89080
F -1.86588 -3.41119 -0.87392
F -2.57330 -2.01145 -3.51969
F -3.35599 -1.96020 -1.49180
*
```

Results of the Mulliken charge analysis, in e, for atoms 1 through 8: 3.465, -1.333, -0.138, -0.905, -0.929, 0.255, -1.108, -0.610